Density functional theory data (wB97M-V/def2-TZVPD) for a 2-piece molecular cluster, C19H42NO2 overall at a distorted geometry.

Bonds (Å) are listed after each position.
CARTESIAN COORDINATES (ANGSTROEM)
1 C -1.76096 3.00908 1.67037  C2 1.534, H19 1.087, H20 1.085, H21 1.085
2 C -1.67501 1.72858 2.51060  C1 1.534, C3 1.547, H22 1.084, H23 1.088
3 C -0.76223 1.85468 3.75353  C2 1.547, C4 1.537, H24 1.085, H25 1.085
4 C 0.40042 0.85121 3.69023  C3 1.537, C5 1.545, H26 1.082, H27 1.086
5 C 1.53910 1.36620 2.78199  C4 1.545, C6 1.521, H28 1.088, H29 1.084
6 C 1.90947 0.46344 1.61503  C5 1.521, C7 1.533, H30 1.095, H31 1.091
7 C 2.07306 -1.02646 1.93459  C6 1.533, C8 1.554, H32 1.088, H33 1.083
8 C 0.78850 -1.87901 1.74057  C7 1.554, C9 1.532, H34 1.084, H35 1.086
9 C 0.86747 -2.87163 0.57636  C8 1.532, C10 1.530, H36 1.087, H37 1.087
10 C 0.27273 -2.29968 -0.71200  C9 1.530, C11 1.548, H38 1.082, H39 1.086
11 C 1.29996 -1.43724 -1.48495  C10 1.548, C12 1.518, H40 1.083, H41 1.083
12 C 0.68641 -0.09641 -1.84493  C11 1.518, N13 1.518, H42 1.083, H43 1.082
13 N 1.67991 1.03103 -2.05917  C12 1.518, C14 1.495, C18 1.491, H44 1.022
14 C 1.11991 2.01463 -3.03538  N13 1.495, C15 1.545, H45 1.082, H46 1.081
15 C 2.01507 3.27423 -3.04586  C14 1.545, O16 1.409, H47 1.083, H48 1.089
16 O 3.25148 2.96706 -2.44341  C15 1.409, C17 1.414
17 C 3.77685 1.81635 -3.07618  O16 1.414, C18 1.540, H49 1.091, H50 1.080
18 C 3.02980 0.59178 -2.51502  N13 1.491, C17 1.540, H51 1.079, H52 1.082
19 H -0.98485 3.02536 0.90894  C1 1.087
20 H -1.66413 3.89260 2.29192  C1 1.085
21 H -2.71143 3.06347 1.14953  C1 1.085
22 H -2.67163 1.38494 2.76186  C2 1.084
23 H -1.24545 0.97027 1.85896  C2 1.088
24 H -0.37751 2.86910 3.78717  C3 1.085
25 H -1.33365 1.66590 4.65599  C3 1.085
26 H -0.02411 -0.08001 3.33885  C4 1.082
27 H 0.77545 0.69718 4.69734  C4 1.086
28 H 1.22140 2.32113 2.36831  C5 1.088
29 H 2.40257 1.58790 3.39871  C5 1.084
30 H 2.86945 0.81898 1.22733  C6 1.095
31 H 1.20201 0.57867 0.79276  C6 1.091
32 H 2.81628 -1.41636 1.24228  C7 1.088
33 H 2.50789 -1.16955 2.91589  C7 1.083
34 H 0.55781 -2.38395 2.67189  C8 1.084
35 H -0.02637 -1.18836 1.54715  C8 1.086
36 H 0.27876 -3.74711 0.83641  C9 1.087
37 H 1.88760 -3.21717 0.42735  C9 1.087
38 H -0.14903 -3.07079 -1.34246  C10 1.082
39 H -0.53784 -1.64351 -0.41031  C10 1.086
40 H 1.59429 -1.96713 -2.38268  C11 1.083
41 H 2.15967 -1.30481 -0.84007  C11 1.083
42 H 0.06119 0.21803 -1.01806  C12 1.083
43 H 0.03909 -0.17488 -2.70846  C12 1.082
44 H 1.80387 1.48514 -1.15181  N13 1.022
45 H 1.12555 1.52594 -4.00095  C14 1.082
46 H 0.09717 2.24673 -2.77406  C14 1.081
47 H 1.54880 4.09491 -2.51523  C15 1.083
48 H 2.15396 3.56864 -4.08489  C15 1.089
49 H 3.62247 1.88847 -4.15375  C17 1.091
50 H 4.83618 1.74179 -2.88097  C17 1.080
51 H 3.58626 0.23892 -1.66007  C18 1.079
52 H 2.97019 -0.17739 -3.27357  C18 1.082
53 C -4.75149 -3.68540 -0.68770  C54 1.520, H57 1.093, H58 1.090, H59 1.090
54 C -3.70139 -2.58900 -0.61589  C53 1.520, C55 1.521, O56 1.431, H60 1.092
55 C -4.28108 -1.29079 -0.07435  C54 1.521, H61 1.093, H62 1.092, H63 1.090
56 O -3.12184 -2.37274 -1.90655  C54 1.431, H64 0.965
57 H -5.56122 -3.39425 -1.36178  C53 1.093
58 H -4.31754 -4.60676 -1.07611  C53 1.090
59 H -5.17909 -3.88897 0.29438  C53 1.090
60 H -2.87963 -2.91441 0.02507  C54 1.092
61 H -5.07622 -0.92518 -0.72918  C55 1.093
62 H -3.51295 -0.51579 -0.02761  C55 1.092
63 H -4.69583 -1.42847 0.92463  C55 1.090
64 H -3.82557 -2.08914 -2.50259  O56 0.965

As for the spin multiplicity: 1. For the LUMO energy, the calculation gives -2.407 eV. For the frontier orbital gap, the calculation gives 10.14 eV. Its molar mass is 316.55 g mol⁻¹. The HOMO energy is -12.5425 eV. As for the largest force on an atom: 0.021 hartree/bohr. As for the charge: +1. As for the energy above the lowest of the compared OMol25 structures with the same formula, charge and spin: 0.226 eV.